{"formula": "C2H5N3O4", "method": "ωB97M-V/def2-TZVPD", "elements": ["C", "C", "N", "N", "N", "O", "O", "O", "O", "H", "H", "H", "H", "H"], "positions_angstrom": [[0.78512, 0.66800, -0.69730], [0.27752, -0.37004, 0.32196], [0.13632, 0.52840, -1.92214], [0.92165, -0.46910, 1.45965], [-0.78937, -1.46438, 0.15779], [1.76627, 1.34896, -0.52949], [-1.29790, -1.90115, 1.15924], [-1.10059, -1.85788, -0.96376], [-1.15945, 1.35050, 0.41827], [-0.61144, -0.12912, -1.98343], [0.29348, 1.23604, -2.69560], [1.54134, 0.39650, 1.76160], [0.48246, -1.10490, 2.14729], [-1.24541, 1.76816, 1.36592]], "atomic_forces_ev_per_a": [[-1.0102, -0.9740, -3.3934], [-1.1458, 2.4769, 1.3290], [1.4085, 1.5350, 0.1881], [0.8217, 1.2232, 0.8623], [-0.7446, -0.3762, -1.3270], [-0.3071, -0.2065, 1.1438], [0.7269, 0.3855, 0.5328], [0.9008, 1.0186, 0.7996], [0.6489, -0.4245, 2.0899], [-0.4347, -0.0090, -0.2067], [-0.2485, -1.3750, 1.7791], [-1.6098, -2.5701, -1.0399], [0.5432, 0.7714, -0.2792], [0.4507, -1.4755, -2.4786]], "lowdin_charge": [-0.53, -0.10, 0.16, 0.19, -0.30, 0.07, 0.11, 0.09, -0.29, 0.06, 0.15, 0.21, 0.14, 0.04], "multiplicity": 1, "largest_force_ev_per_a": 3.7, "homo_energy_ev": [-9.384, -9.390], "de_lowest_kcal_mol": 84.68}